{"formula": "C4H6OS2", "method": "the ωB97M-V functional and the def2-TZVPD basis", "elements": ["C", "S", "C", "C", "S", "C", "O", "H", "H", "H", "H", "H", "H"], "xyz": [[0.924, -1.317, -0.341], [1.585, 0.234, -0.764], [0.487, 1.052, 0.336], [-0.959, 1.365, -0.392], [-1.450, -0.415, -0.698], [-0.271, -0.977, 0.546], [0.132, 0.000, 1.269], [1.717, -1.720, 0.235], [0.345, -1.958, -1.143], [0.742, 1.973, 1.084], [-1.697, 1.737, 0.260], [-0.797, 1.891, -1.321], [-0.759, -1.865, 0.928]], "nbo_charge": [-0.607, 0.249, -0.111, -0.513, 0.095, -0.014, -0.498, 0.220, 0.246, 0.256, 0.217, 0.233, 0.228], "smiles": "C1S[C@H]2CS[C@@H]1O2", "spin_multiplicity": 1, "relative_energy_kj_mol": 220.30, "total_energy_ha": -1027.54763, "orbital_gap_ev": 9.434}